Entry 1:
Computed, not measured: C19H37N3O5PPtSi as an isolated structure, with wB97M-V/def2-TZVPD.

Output
2S+1	1
charge	+1
energy above the lowest of the compared OMol25 structures with the same formula, charge and spin	23.3	kcal per mole

Element x y z (Å)
H1 1.2732 -1.0603 4.3272
C1 0.3481 2.4246 -3.6662
H2 0.0888 1.3819 -3.8526
H3 2.0211 0.6299 -2.2539
C2 0.6302 -0.9069 2.4515
H4 1.9743 -1.3460 -4.3790
H5 -1.4230 1.6483 1.2509
H6 2.4367 1.1822 4.7004
H7 1.0380 -3.4133 -0.1855
H8 3.7896 -2.4423 -0.6510
H9 1.2274 -2.9165 -4.1072
H10 -3.2780 -4.0079 -0.1040
C3 1.2636 -1.8858 -3.7503
H11 -2.5345 3.0474 1.2757
H12 4.2191 -1.9445 -2.2889
O1 -0.3515 2.9086 -2.5074
C4 0.4101 0.7931 4.0966
C5 -5.1546 -0.5234 -0.6530
C6 -4.6210 0.6230 -1.2117
H13 0.7321 4.7457 -0.0083
C7 3.4869 -2.4976 -1.6988
C8 1.7707 1.4567 3.8753
Si1 1.7684 -1.7956 -1.9474
H14 -0.3490 1.2020 3.4318
H15 1.4255 2.5219 -3.5323
O2 -6.0759 -2.7690 0.6694
H16 3.5353 -3.5442 -2.0060
H17 -2.2438 -2.1922 -0.2944
Pt1 -0.2803 0.0974 -0.9489
H18 -0.2004 -2.2023 -0.3168
N1 -2.4224 -0.3040 -1.0815
H19 -2.8055 1.5724 -1.8527
N2 0.5151 -0.6437 3.8005
C9 -4.9308 -2.8072 0.2791
C10 2.4654 1.0928 2.5489
H20 2.3736 0.2680 -0.5805
C11 0.5140 -2.7914 -0.9125
H21 -0.0576 -3.4524 -1.5664
O3 -1.2845 3.0160 -0.3333
C12 1.7191 0.0010 -1.4138
P1 -0.1308 2.2367 -1.0928
C13 3.0112 -0.3497 2.4441
H22 1.9705 -1.5768 0.9529
H23 3.4672 -0.6225 3.3989
C14 -4.3074 -1.5761 -0.3316
H24 -0.8166 3.2720 1.6785
H25 -6.2130 -0.6334 -0.4577
H26 -5.2474 1.4575 -1.4914
C15 1.9754 -1.4291 2.0286
H27 1.6487 2.5413 3.9339
H28 0.2761 -1.4445 -3.9057
C16 1.5209 4.2027 -0.5267
H29 1.6074 4.5687 -1.5480
C17 -3.2555 0.6964 -1.4094
C18 -2.9512 -1.4172 -0.5550
N3 -4.1519 -3.9120 0.3778
H30 2.1973 -2.3861 2.5055
H31 3.8199 -0.3658 1.7119
C19 -1.5225 2.7189 1.0583
O4 -0.2326 -0.5534 1.6633
H32 3.3134 1.7701 2.4318
H33 0.0627 0.9273 5.1198
H34 0.0246 3.0459 -4.4954
H35 1.8002 1.3007 1.7024
H36 2.4651 4.3231 -0.0052
O5 1.2440 2.7839 -0.5278
H37 -4.5890 -4.7453 0.7361

=====

Entry 2:
Computed, not measured: C19H38BrIO7ScSeSi4Te as an isolated structure in a non-equilibrium geometry, with wB97M-V/def2-TZVPD.

Output
2S+1	1
charge	-1
energy above the lowest of the compared OMol25 structures with the same formula, charge and spin	0.0	kcal per mole

Element x y z (Å)
H1 1.8155 -5.6563 1.0724
C1 -3.8525 -6.1032 -1.5887
C2 3.4931 1.6411 -1.5759
C3 -3.0544 -5.4790 -0.6356
H2 -1.1980 6.2310 -0.8989
H3 1.7950 -0.3049 1.3241
C4 -4.8930 -5.6858 0.9559
O1 -2.2396 1.5418 0.6793
Br1 -5.6643 -5.3264 2.6450
H4 3.7749 1.4908 -0.5400
O2 -1.0950 -0.7047 1.7243
Sc1 -0.9073 -2.0577 0.2219
C5 -2.5782 3.4987 -1.6424
H5 -2.5721 3.7433 1.8507
Te1 0.1580 0.2587 -1.6331
H6 2.1947 4.3172 2.0870
C6 0.7617 -4.2932 -0.9304
C7 -0.4693 5.4552 -0.7502
H7 -2.0997 3.6341 -2.6143
H8 -6.5805 -6.8209 0.2719
H9 -2.9123 5.3076 0.9784
H10 3.1390 0.6999 -1.9787
H11 1.6122 2.3927 -3.9402
C8 -5.6198 -6.4041 -0.0026
O3 -2.6114 -1.1437 -0.1420
C9 2.6655 3.3250 2.1611
H12 1.6481 -0.0504 3.0085
C10 -5.1097 -6.5418 -1.2926
H13 4.0656 4.5056 -1.1148
H14 2.0329 -2.7086 1.5802
H15 2.6966 5.4346 -1.7928
H16 3.1503 0.4113 2.1471
O4 1.4083 -2.8865 0.8395
Si1 2.2114 3.0112 -1.6545
C11 2.5640 -5.0723 0.5725
O5 -0.2887 -3.5129 -0.9782
H17 4.4264 1.9122 -2.0999
H18 -0.5258 3.1933 3.2448
C12 2.9755 4.6337 -1.1147
H19 3.4167 -3.8557 -1.7673
H20 -2.0048 -5.2763 -0.8338
Se1 -2.5934 -0.0026 1.1871
O6 -3.8763 -0.2445 2.1088
H21 0.5209 2.2180 4.2376
Si2 0.3703 2.2368 -0.2429
C13 2.0006 -3.8468 -0.1007
Si3 1.3029 2.0251 1.9395
H22 2.7131 4.9489 -0.0972
O7 0.7529 -5.3618 -1.5259
H23 -2.8905 2.4454 -1.6434
C14 2.0724 0.3836 2.1061
Si4 -1.3738 3.8841 -0.2948
H24 -5.7421 -7.0837 -2.0162
H25 2.7271 -2.2563 -1.4343
H26 2.5050 3.9396 -3.9372
H27 0.8126 3.8625 -3.5182
H28 -3.4738 4.1236 -1.5924
H29 -3.4474 -6.2992 -2.5463
C15 1.7533 3.3224 -3.4308
H30 3.9064 -2.9171 -0.2696
C16 -3.6206 -5.2446 0.6269
I1 -2.2945 -4.1527 2.0386
C17 0.0179 2.2414 3.2877
H31 2.9845 -5.6757 -0.2409
H32 -1.3550 5.0871 1.8283
H33 0.2363 5.7465 0.0352
C18 3.0685 -3.2052 -0.9505
H34 0.0780 5.4056 -1.6874
H35 3.0883 3.2395 3.1747
H36 -0.6992 1.4194 3.2106
C19 -2.1425 4.5674 1.2557
H37 3.4028 -4.8132 1.2107
H38 3.4666 3.2515 1.4376

=====

Entry 3:
Computed, not measured: a 2-piece molecular cluster, C19H38Cl3FIN5O4 overall in a non-equilibrium geometry, with wB97M-V/def2-TZVPD.

Output
2S+1	1
charge	0
energy above the lowest of the compared OMol25 structures with the same formula, charge and spin	1.3	kcal per mole
SMILES string	C/C(Cl)=C(/Cl)[C@H](CC(=O)Cl)O[C@@](I)(OC[C@H](C)O)[C@@](N)(F)CC(N)(N)N.CCN(CC)CC

Element x y z (Å)
H1 -2.1319 -4.2598 5.8962
Cl1 1.7320 4.9877 -3.5276
H2 2.3683 0.5834 -2.8475
C1 0.3798 -3.4150 -1.3880
H3 -0.3561 -3.5066 -0.5859
C2 2.4905 1.5693 -2.3958
C3 1.9033 3.3262 -4.1718
F1 0.3045 2.0985 0.7334
C4 3.0575 3.5461 -0.1161
H4 3.6041 4.1795 0.5839
H5 -2.2529 3.2761 -3.8148
N1 -2.8055 4.7118 -1.4165
C5 1.3553 -2.2617 -1.1206
H6 -1.0480 -0.8601 4.4024
H7 -1.4926 3.5864 0.2215
O1 1.1842 0.1598 -0.6444
N2 -1.6904 -3.1899 2.6450
C6 -2.1858 3.4182 -1.7802
H8 -3.5314 4.9253 -2.0900
H9 0.3574 -5.8017 1.8663
H10 -2.6952 -4.6955 3.6475
C7 -1.6159 -1.7469 2.4808
Cl2 5.0913 1.9694 0.7915
H11 -2.6265 -1.3406 2.5835
C8 -0.4420 -3.8630 2.3353
H12 -0.3801 -1.1838 -0.3272
H13 3.4147 1.9213 -4.3137
C9 -0.5880 -5.3706 2.1984
C10 -0.6647 -0.9580 3.3868
H14 -2.1223 5.4592 -1.4155
H15 -0.2357 3.8325 -0.9761
H16 -0.1437 -3.2507 -2.3314
H17 -2.0055 0.4057 -0.5967
H18 2.0953 3.3013 0.3432
O2 1.2233 2.9654 -5.0774
C11 -2.3798 -3.6656 3.8311
H19 -3.3065 -3.0933 3.9212
C12 2.9890 2.5306 -3.5102
H20 1.6784 -1.8238 -2.0731
H21 -0.0898 -3.4611 1.3818
I1 -0.6244 0.0764 -3.0092
C13 0.7068 -1.1418 -0.3005
N3 -1.5451 3.3753 -3.0924
H22 -1.3274 -1.5510 1.4465
H23 -0.8479 -5.8473 3.1440
H24 -2.2545 1.4133 0.6386
H25 -1.0946 4.2666 -3.2716
H26 -1.5789 -2.6208 5.5861
H27 1.0131 -1.2984 0.7390
O3 1.2681 2.0336 -1.8455
H28 -0.6033 -3.9952 5.0666
C14 3.8319 2.2734 -0.3506
N4 -1.5334 0.8834 0.1618
Cl3 4.4649 -0.0720 -1.5189
H29 0.9297 -4.3569 -1.4684
O4 2.4874 -2.6931 -0.3671
C15 0.4122 1.0600 -1.3463
H30 -3.4788 2.0662 -2.6653
H31 2.8738 -3.4556 -0.8072
H32 3.7820 3.1753 -3.1300
C16 -0.5601 1.8026 -0.3489
H33 0.3551 -3.6490 3.0654
H34 -4.0478 2.7645 -1.2660
N5 -3.2351 2.4145 -1.7515
H35 -1.3563 -5.6203 1.4651
H36 -0.5386 0.0484 2.9826
C17 -1.0864 3.1947 -0.7177
C18 -1.6245 -3.6249 5.1671
H37 0.3244 -1.4154 3.4371
H38 2.8850 4.0932 -1.0437
C19 3.5643 1.3939 -1.3283

=====

| no. | LUMO (Ha) | HOMO (eV) | gap between HOMO and LUMO (eV) |
| --- | --- | --- | --- |
| 1 | -0.10882 | -11.794 | 8.83 |
| 2 | 0.05377 | -3.781 | 5.24 |
| 3 | 0.00835 | -7.937 | 8.16 |